{
  "formula": "C2H4BrN",
  "method": "ωB97M-V with the def2-TZVPD basis set",
  "e_homo_ev": -9.9146,
  "e_tot_ev": -73669.71983,
  "orbital_gap_ev": 10.46,
  "smiles": "C/N=C/Br",
  "symbols": ["C", "N", "C", "Br", "H", "H", "H", "H"],
  "xyz": [[0.82, -0.49, 0.74], [-0.08, 0.54, 0.28], [-0.71, 0.55, -0.90], [-2.19, 1.82, -1.06], [0.06, -0.96, 1.45], [1.75, -0.10, 1.20], [1.27, -1.19, -0.01], [-0.93, -0.16, -1.68]]
}



{
  "formula": "C2H4BrNO",
  "method": "ωB97M-V with the def2-TZVPD basis set",
  "e_homo_ev": -10.3973,
  "e_tot_ev": -75715.78337,
  "orbital_gap_ev": 10.79,
  "smiles": "[H][H].N#CBr.C=O",
  "symbols": ["H", "H", "N", "C", "Br", "C", "O", "H", "H"],
  "xyz": [[2.33, 0.18, -1.06], [2.69, -0.50, -1.03], [-2.51, -0.63, -2.25], [-3.05, -0.22, -1.33], [-3.82, 0.31, 0.19], [-0.37, 2.35, 0.66], [-0.85, 1.36, 1.13], [-1.11, 3.22, 0.49], [0.54, 2.30, 0.18]]
}



{
  "formula": "C2H4BrNO2",
  "method": "ωB97M-V with the def2-TZVPD basis set",
  "e_homo_ev": -10.7601,
  "e_tot_ev": -77762.36443,
  "orbital_gap_ev": 10.55,
  "smiles": "C=C[N+](=O)[O-].Br",
  "symbols": ["C", "C", "N", "O", "O", "H", "H", "H", "Br", "H"],
  "xyz": [[0.23, -0.43, 0.52], [0.83, 0.65, 0.00], [-0.08, 1.78, -0.11], [-1.22, 1.72, -0.59], [0.39, 2.79, 0.31], [-0.87, -0.51, 0.51], [0.93, -1.29, 0.84], [1.92, 0.79, -0.17], [-4.19, -0.15, -0.25], [-3.98, 1.03, -1.01]]
}



{
  "formula": "C2H4BrO2S",
  "method": "ωB97M-V with the def2-TZVPD basis set",
  "e_homo_ev": -3.7219,
  "e_tot_ev": -87112.32452,
  "charge": -1,
  "orbital_gap_ev": 7.11,
  "symbols": ["C", "C", "O", "O", "S", "Br", "H", "H", "H", "H"],
  "xyz": [[-0.90, 0.49, -0.28], [0.34, 0.51, 0.56], [0.67, -2.32, 1.01], [0.69, -1.40, -1.29], [1.28, -1.31, 0.09], [1.47, 2.07, -0.15], [-0.65, 0.29, -1.33], [-1.54, 1.39, -0.36], [-1.48, -0.37, 0.17], [0.12, 0.65, 1.58]]
}